Molecular formula: C3H5N2
Method: DFT, ωB97M-V with the def2-TZVPD basis set

Last column: Mulliken charge in e.
CARTESIAN COORDINATES (ANGSTROEM)
C: -1.101 -0.155 -0.635  0.128
C: 1.152 -0.382 -0.935  0.165
C: -1.060 0.170 0.733  -0.247
N: -0.117 -0.469 -1.400  -0.374
N: 1.390 0.456 -0.058  -0.411
H: -2.034 -0.016 -0.989  0.450
H: 1.909 -1.124 -1.290  0.386
H: -1.500 1.082 1.237  0.311
H: -0.941 -0.651 1.436  0.310
H: 2.236 0.927 0.276  0.282

Properties
Net charge: +1
Highest occupied orbital energy (alpha / beta) in Ha: -0.5787 / -0.5786
DFT total energy in hartree: -226.392520
Max |F| in eV Å⁻¹: 4.1
2S+1: 1
LUMO level (alpha / beta) in eV: -7.78 / -7.78



Molecular formula: C8H10F3HgNO3S
Method: DFT, ωB97M-V with the def2-TZVPD basis set

Last column: Mulliken charge in e.
CARTESIAN COORDINATES (ANGSTROEM)
C: -1.183 1.278 -2.996  -0.535
C: 0.217 1.009 -3.063  -0.337
C: 0.831 1.544 -1.915  -1.147
C: -0.199 2.226 -1.129  -1.203
C: -1.465 1.963 -1.807  -0.701
Hg: -0.389 0.455 0.002  -0.338
N: -1.110 -2.831 0.046  -0.130
C: -0.863 -4.134 -0.316  -0.341
C: -0.005 -2.799 -0.756  -0.738
H: 1.889 1.504 -1.674  0.472
H: 0.714 0.525 -3.898  0.433
H: -0.025 2.968 -0.350  1.028
H: -2.444 2.292 -1.473  0.494
H: -1.892 1.047 -3.787  0.437
H: -0.058 -2.331 -1.734  0.235
H: -1.468 -4.585 -1.087  0.291
H: -2.078 -2.524 -0.122  0.239
H: 0.865 -2.573 -0.179  0.263
H: -0.477 -4.738 0.478  0.182
F: 0.226 1.011 4.786  -0.214
C: 1.354 1.227 4.077  0.425
F: 1.897 2.402 4.456  -0.239
F: 2.230 0.227 4.317  -0.217
S: 0.945 1.266 2.289  0.971
O: -0.025 2.340 2.102  -0.574
O: 2.207 1.349 1.546  -0.576
O: 0.307 -0.115 2.188  -0.181

Properties
Net charge: -2
Highest occupied orbital energy in Ha: 0.0868
DFT total energy in hartree: -1442.329059
Max |F| in eV Å⁻¹: 5.1
2S+1: 1
LUMO level in eV: 5.49



Molecular formula: C4H5N2OP
Method: DFT, ωB97M-V with the def2-TZVPD basis set

Last column: Mulliken charge in e.
CARTESIAN COORDINATES (ANGSTROEM)
C: 2.410 1.232 -1.137  0.308
C: 3.171 -1.965 0.432  -0.086
C: -0.161 -0.267 -0.519  -1.426
C: 0.199 0.696 0.608  -0.263
N: 2.857 1.438 -2.167  -0.272
N: 3.573 -3.030 0.495  -0.320
O: 2.664 1.977 1.406  -0.489
P: 2.053 0.957 0.572  0.632
H: 0.294 -1.106 -0.354  0.448
H: -1.203 -0.529 -0.574  0.360
H: 0.049 0.206 -1.402  0.477
H: -0.039 0.084 1.609  0.288
H: -0.371 1.744 0.698  0.343

Properties
Highest occupied orbital energy (alpha / beta) in Ha: -0.3813 / -0.4163
DFT total energy in hartree: -681.344089
Max |F| in eV Å⁻¹: 5.9
2S+1: 1
LUMO level (alpha / beta) in eV: -3.81 / -3.43



Molecular formula: C13H15N8O5STc
Method: DFT, ωB97M-V with the def2-TZVPD basis set

Last column: Mulliken spin population.
CARTESIAN COORDINATES (ANGSTROEM)
Tc: -0.871 0.592 0.137  0.824
O: 2.207 -1.014 -0.411  0.002
C: 2.991 0.122 -0.038  0.003
C: 2.283 1.402 -0.414  0.008
N: 1.044 1.747 0.344  -0.018
C: 0.642 3.115 -0.060  -0.010
C: -0.769 3.427 0.410  0.007
O: -1.169 4.528 0.607  0.010
O: -1.545 2.328 0.560  0.037
C: 1.298 1.715 1.806  -0.001
C: 0.916 0.361 2.356  0.011
O: 1.482 -0.226 3.220  -0.003
O: -0.211 -0.118 1.762  0.029
H: 2.803 -1.768 -0.484  0.000
H: 3.933 0.125 -0.590  0.000
H: 3.231 0.082 1.028  0.001
H: 2.034 1.382 -1.476  0.000
H: 2.993 2.223 -0.265  -0.001
H: 0.656 3.180 -1.149  0.001
H: 1.330 3.864 0.336  -0.003
H: 0.647 2.442 2.297  -0.002
H: 2.330 1.963 2.048  0.000
C: -0.518 -4.708 -0.675  0.000
C: -1.643 -3.803 -0.354  0.002
N: -2.878 -4.135 -0.149  0.002
N: -3.527 -2.960 0.099  0.011
C: -2.727 -1.907 0.052  0.008
S: -3.061 -0.242 0.283  0.051
N: -1.520 -2.427 -0.232  0.011
N: -0.384 -1.620 -0.386  -0.005
H: -0.895 -5.725 -0.728  0.000
H: 0.248 -4.660 0.102  0.000
H: -0.073 -4.438 -1.634  0.000
H: -4.516 -2.963 0.296  -0.001
H: 0.021 -1.819 -1.303  -0.006
H: 0.313 -1.866 0.315  -0.004
N: -0.673 0.773 -1.837  -0.030
C: 0.051 0.390 -2.684  0.069
C: 0.880 -0.208 -3.564  -0.011
C: 0.713 -1.623 -3.555  0.002
N: 0.451 -2.732 -3.381  0.001
C: 1.985 0.479 -4.135  0.006
N: 2.890 1.063 -4.538  -0.004

Properties
Net charge: +1
Highest occupied orbital energy (alpha / beta) in Ha: -0.4617 / -0.4614
DFT total energy in hartree: -1797.386335
Expectation value of S²: 0.758
Max |F| in eV Å⁻¹: 0.2
2S+1: 2
LUMO level (alpha / beta) in eV: -5.75 / -5.78



Molecular formula: C8H13N2
Method: DFT, ωB97M-V with the def2-TZVPD basis set

Last column: Mulliken charge in e.
CARTESIAN COORDINATES (ANGSTROEM)
C: -2.932 1.435 0.242  -0.316
C: -1.933 -0.823 -0.110  0.325
C: 2.470 -0.755 0.817  -0.453
C: 0.147 -0.313 0.488  -0.667
C: 1.131 -1.441 0.394  -0.468
C: 1.979 -0.566 -0.546  -0.311
C: 0.879 0.504 -0.585  0.352
C: 1.123 1.982 -0.374  -1.108
N: -2.595 0.223 0.022  -0.104
N: -2.218 -1.997 -0.614  -0.394
H: -3.030 1.716 1.255  0.317
H: -3.157 2.036 -0.667  0.289
H: 2.243 0.015 1.636  0.111
H: 3.435 -1.338 1.031  0.293
H: -0.196 -0.148 1.523  0.327
H: 0.990 -2.445 0.628  0.568
H: 2.584 -0.935 -1.344  0.419
H: 0.275 0.303 -1.476  0.422
H: 0.231 2.724 -0.630  0.286
H: 2.042 2.362 -0.942  0.318
H: 1.315 2.085 0.800  0.245
H: -1.466 -2.607 -0.778  0.241
H: -3.316 -2.018 -0.769  0.311

Properties
Net charge: +1
Highest occupied orbital energy in Ha: -0.4774
DFT total energy in hartree: -421.686486
Max |F| in eV Å⁻¹: 5.3
2S+1: 1
LUMO level in eV: -4.59



no.,molar mass (Da)
1,69.09
2,457.82
3,128.07
4,493.38
5,137.21